1.
{"formula": "C2H3N3OS", "method": "the ωB97M-V functional and the def2-TZVPD basis", "species": ["C", "C", "H", "H", "H", "N", "N", "N", "O", "S"], "positions_angstrom": [[0.54328, 0.09968, -0.07830], [-0.73697, 1.20164, -1.38032], [2.17415, -2.36211, 1.73086], [-1.13934, 1.66145, -2.22260], [-1.50895, -0.39403, 1.01497], [1.50147, -0.57274, 0.24398], [0.41141, 0.68741, -1.33055], [-0.66055, 0.28916, 0.67975], [-1.59943, 0.89979, -0.32882], [1.01493, -1.51026, 1.67102]], "forces_ev_per_angstrom": [[-3.746, 0.552, -1.218], [-0.846, -2.071, 2.017], [-1.618, 1.362, -0.187], [-0.889, 0.913, -1.068], [3.862, 0.984, -0.638], [2.721, -3.335, 2.666], [0.613, 1.318, 0.162], [-4.743, -0.075, -0.769], [2.102, 1.236, -0.580], [2.544, -0.884, -0.386]], "lowdin_charge": [-0.664, -0.153, -0.094, 0.116, 0.202, -0.224, 0.158, 0.038, -0.063, 0.684], "total_energy_ev": -19471.9154, "de_lowest_kj_mol": 306.0, "multiplicity": 1, "e_homo_ev": -8.8, "lumo_ha": 0.0184, "homo_lumo_gap_ev": 9.3420}

---

2.
{"formula": "C5H7FO2", "method": "the ωB97M-V functional and the def2-TZVPD basis", "species": ["C", "C", "C", "C", "C", "O", "O", "F", "H", "H", "H", "H", "H", "H", "H"], "positions_angstrom": [[0.71337, 0.36981, 0.21832], [-1.07540, -1.35766, -1.35472], [0.08651, 1.02802, 1.15445], [-0.27502, -1.77265, -2.49879], [0.77160, 1.68433, 2.26379], [-1.30136, 1.02391, 1.20306], [-2.14476, -1.48711, -0.84430], [2.06493, 0.10689, 0.09563], [-0.91931, -2.31167, -3.19833], [0.19282, -0.81629, -2.92182], [0.45629, -2.38145, -2.01743], [0.86727, 1.09697, 3.24485], [1.84120, 1.73146, 1.88552], [0.26097, 2.56861, 2.36058], [-1.53912, 0.51683, 0.40918]], "forces_ev_per_angstrom": [[0.981, -1.642, -1.878], [-1.606, 1.442, 2.649], [-0.984, -1.274, 0.624], [-0.528, 1.581, -0.710], [3.033, -2.555, 0.448], [0.804, 0.065, -0.542], [1.961, -0.126, -1.494], [-1.585, 0.613, 0.319], [0.339, -0.071, -0.238], [-0.539, -1.608, 0.479], [0.948, -0.574, -0.159], [-0.720, 0.726, -1.410], [-1.146, 0.779, 0.786], [-0.536, 2.581, 0.856], [-0.424, 0.065, 0.271]], "lowdin_charge": [-0.006, -0.203, -0.451, -0.050, -0.027, 0.016, 0.113, -0.027, 0.090, 0.125, 0.082, 0.120, 0.105, 0.051, 0.060], "total_energy_ev": -12105.5125, "de_lowest_kj_mol": 430.9, "multiplicity": 1, "e_homo_ev": [-8.7, -8.0], "lumo_ha": [0.0046, -0.0150], "homo_lumo_gap_ev": [8.8083, 7.5554]}

---

3.
{"formula": "C7H9BrErINO3P", "method": "the ωB97M-V functional and the def2-TZVPD basis", "species": ["C", "C", "C", "C", "C", "N", "C", "Br", "C", "O", "O", "P", "O", "I", "H", "H", "H", "H", "H", "H", "H", "H", "H", "Er"], "positions_angstrom": [[3.11909, -2.71347, 0.26326], [2.79738, -1.34047, 0.37227], [2.49501, 0.27778, 0.66203], [1.27660, 0.27200, 1.80760], [-0.03266, 1.12904, 1.24418], [-1.17450, 0.25348, 0.77922], [-1.57702, 0.51566, -0.65494], [-0.11808, -0.00714, -1.98058], [-1.99816, 2.06450, -0.98854], [-2.09235, 2.39474, -2.30277], [-2.26327, 3.12627, 0.00826], [-3.18930, -0.53786, -0.93991], [-3.58468, -0.64328, -2.63172], [-2.52602, -2.86402, -0.30518], [3.21991, -3.89700, 0.31074], [2.16656, 0.85335, -0.30681], [3.42796, 0.84322, 1.09361], [1.66745, 0.84154, 2.75278], [0.97694, -0.85024, 2.07252], [-0.46535, 1.80112, 2.12705], [0.38871, 1.86888, 0.44131], [-1.99112, 0.27439, 1.43930], [-2.73845, -0.70282, -3.16649], [2.21532, -2.95968, -2.09718]], "forces_ev_per_angstrom": [[-2.414, 8.113, 0.444], [2.256, -7.567, -0.425], [-0.383, -0.680, 0.535], [-0.460, 0.181, -0.265], [0.450, 0.742, 1.573], [0.455, 1.283, -1.912], [-0.763, 0.391, 2.279], [-0.171, 0.251, 0.420], [-0.347, 3.452, -6.208], [0.439, -1.847, 8.798], [0.966, -4.181, -3.237], [-1.428, -0.075, -1.949], [2.875, 0.269, 2.420], [0.359, 0.638, -0.422], [-0.106, 2.974, 0.483], [0.654, -1.587, 1.699], [-1.444, -1.706, -0.952], [-0.611, -1.334, -1.814], [0.575, 2.644, -0.466], [1.213, -1.409, -1.821], [-1.157, -1.383, 1.266], [0.991, 0.045, -1.088], [-1.347, 0.092, 0.504], [-0.602, 0.695, 0.140]], "mulliken_spin": [0.008, -0.012, -0.001, -0.002, 0.001, 0.005, 0.003, -0.001, -0.048, 0.065, 0.970, -0.001, 0.000, 0.000, 0.001, 0.000, 0.000, 0.000, 0.000, 0.005, -0.003, 0.002, 0.000, 2.008], "total_energy_ev": -130062.4481, "de_lowest_kj_mol": 503.6, "charge": 2, "multiplicity": 4, "e_homo_ev": [-14.9, -14.9], "lumo_ha": [-0.3472, -0.3446], "homo_lumo_gap_ev": [5.4470, 5.5137]}

---

4.
{"formula": "C5H14N3", "method": "the ωB97M-V functional and the def2-TZVPD basis", "species": ["C", "C", "C", "C", "N", "C", "N", "N", "H", "H", "H", "H", "H", "H", "H", "H", "H", "H", "H", "H", "H", "H"], "positions_angstrom": [[0.82924, 0.45949, -1.27710], [0.80355, -0.06308, 0.15102], [1.03652, 1.00970, 1.17110], [2.00286, -1.05415, 0.33715], [-0.41640, -0.86575, 0.35129], [-1.84648, -0.16141, -0.10487], [-2.76899, -0.91763, -0.54287], [-1.89165, 1.12014, 0.11426], [-0.00268, 1.11648, -1.50345], [1.84512, 0.91244, -1.59467], [0.54161, -0.47259, -1.87230], [2.04744, 1.10566, 1.49974], [0.34732, 0.86078, 2.05300], [0.78774, 1.95384, 0.93871], [2.61554, -0.95871, -0.54637], [2.60427, -0.96411, 1.26839], [1.62242, -2.10465, 0.28784], [-0.32999, -1.86864, 0.33798], [-3.64678, -0.52305, -0.76938], [-2.69209, -1.92320, -0.40579], [-2.43392, 1.82611, -0.46087], [-1.05464, 1.51235, 0.56717]], "forces_ev_per_angstrom": [[0.628, -1.313, -1.484], [1.423, -0.736, -0.113], [-1.429, -1.900, 2.825], [-0.800, -1.343, -0.122], [-4.816, 3.357, -0.624], [6.938, -2.385, 2.597], [-0.801, -1.750, -0.413], [0.044, 2.518, -0.737], [0.219, 0.605, 0.094], [-1.834, -0.768, 0.491], [1.033, 1.224, 0.155], [0.623, -0.300, 0.311], [1.118, -0.397, -0.365], [-0.938, 3.628, -1.776], [0.564, 0.057, 0.021], [-0.646, 0.162, -0.711], [0.406, 0.611, 0.128], [-0.455, -0.035, -0.340], [-1.110, 0.127, -0.163], [-0.066, 0.376, -0.459], [0.554, -1.534, 1.090], [-0.653, -0.204, -0.405]], "lowdin_charge": [-0.052, -0.634, -0.057, -0.014, 0.109, -0.309, 0.239, 0.209, 0.055, 0.133, 0.114, 0.089, 0.123, 0.033, 0.077, 0.101, 0.089, 0.104, 0.137, 0.160, 0.190, 0.104], "total_energy_ev": -9874.7947, "de_lowest_kj_mol": 228.8, "charge": 1, "smiles": "CC(C)(C)[NH+]=C(N)N", "multiplicity": 1, "e_homo_ev": -13.9, "lumo_ha": -0.1150, "homo_lumo_gap_ev": 10.7224}